1.
Here is C23H35N2ORe as an isolated structure in a non-equilibrium geometry from OMol25. Energies are from the ωB97M-V functional and the def2-TZVPD basis.

Structure (ORCA input):
```
! RIJCOSX wB97M-V def2-TZVPD def2/J DEFGRID3
* xyz 1 4
C -1.7935 0.1270 -1.6306
C -0.4808 0.1757 -2.1997
C 0.1385 1.4087 -1.7995
C -0.8198 2.1496 -1.0163
C -2.0065 1.3394 -0.8793
Re -0.3861 0.3520 -0.0794
C 2.4925 1.1351 1.3914
C 1.0801 0.6045 1.6708
H 1.1096 -0.3041 2.2845
C -0.0824 1.4311 1.7930
H 0.0089 2.5194 1.7740
H -0.8819 1.0750 2.4489
C 3.3508 0.8521 2.6311
H 3.4200 -0.2237 2.8175
H 4.3607 1.2494 2.4877
H 2.9092 1.3342 3.5105
C 2.5213 2.6474 1.1554
H 1.9511 2.9288 0.2619
H 2.1064 3.1753 2.0230
H 3.5568 2.9791 1.0197
C 0.0934 -0.8385 -3.1367
H -0.0343 -1.8537 -2.7364
H -0.4060 -0.7942 -4.1169
H 1.1589 -0.6516 -3.2915
C 1.4073 1.9452 -2.3935
H 2.1220 1.1286 -2.5430
H 1.2148 2.4148 -3.3732
H 1.8685 2.6943 -1.7419
C -0.7077 3.6043 -0.6633
H 0.3133 3.9606 -0.8388
H -1.3814 4.2210 -1.2819
H -0.9683 3.7804 0.3858
C -3.2650 1.6954 -0.1460
H -3.0733 2.4710 0.6013
H -4.0454 2.0683 -0.8234
H -3.6738 0.8121 0.3576
C -2.7850 -0.9674 -1.8616
H -3.5076 -1.0510 -1.0394
H -3.3507 -0.7689 -2.7860
H -2.2850 -1.9366 -1.9943
C 2.5121 -0.7681 -0.3207
C 3.1093 0.3816 0.1906
C 3.0128 -1.3724 -1.4772
C 4.2952 0.8499 -0.3863
H 1.5868 -1.1569 0.1460
C 4.1465 -0.8482 -2.1037
H 2.5194 -2.2626 -1.8776
C 4.8023 0.2565 -1.5435
H 4.8232 1.6909 0.0764
H 4.5268 -1.3061 -3.0207
H 5.7013 0.6649 -2.0067
C -3.1720 -2.1746 2.6375
N -2.3601 -2.9641 1.7258
C -1.3374 -2.5235 0.9757
N -0.7771 -3.4374 0.1392
O -0.8704 -1.3455 1.0814
H -2.8891 -1.1187 2.5974
H -3.0536 -2.5441 3.6617
H -4.2265 -2.2848 2.3626
H -2.6013 -3.9344 1.5672
H 0.0459 -3.1915 -0.3992
H -1.1921 -4.3593 0.0628
*
```

For the maximum force, the calculation gives 8.83 eV Å⁻¹. As for the LUMO energy (spin up / spin down): -2.33 / -3.68 eV. Its orbital gap (spin up / spin down) is 6.625 / 7.174 eV.

=====

2.
Here is C23H35N5O4SSbSn as an isolated structure from OMol25. Energies are from the ωB97M-V functional and the def2-TZVPD basis.

Structure (ORCA input):
```
! RIJCOSX wB97M-V def2-TZVPD def2/J DEFGRID3
* xyz 1 1
Sn 0.3345 -0.3456 -1.4835
N -2.0741 0.3766 -3.1145
C -1.4858 -0.1254 -4.3651
C -0.0307 0.2903 -4.5402
O 0.4151 0.4129 -5.6753
N 0.6828 0.4615 -3.4123
C 2.0330 0.9776 -3.5670
C 2.6546 1.2841 -2.2077
O 3.6635 1.9368 -2.1201
O 2.0263 0.7691 -1.1626
H -3.0360 0.0626 -3.0463
H -2.1008 1.3902 -3.1430
H -2.0005 0.2022 -5.2697
H -1.5295 -1.2187 -4.3483
H 2.0394 1.8882 -4.1660
H 2.6951 0.2750 -4.0871
N 3.5369 -3.5128 0.4484
C 3.4913 -2.9231 1.6981
C 4.0912 -3.2450 2.9110
C 3.8595 -2.3819 3.9627
C 3.0695 -1.2298 3.8096
C 2.4755 -0.9224 2.6036
C 2.6746 -1.7988 1.5371
N 2.2065 -1.7370 0.2338
C 2.7610 -2.7478 -0.3738
C 2.6252 -2.9758 -1.8098
C 3.3470 -3.8275 -2.5851
S 2.9424 -3.6069 -4.2266
C 1.7960 -2.4338 -3.7825
N 1.7270 -2.1983 -2.5025
H 4.0560 -4.3347 0.1948
H 4.7218 -4.1160 3.0266
H 4.3138 -2.5852 4.9225
H 2.9465 -0.5645 4.6537
H 1.9060 -0.0125 2.4639
H 4.1192 -4.5185 -2.2921
H 1.2069 -1.9072 -4.5200
C -2.0682 3.9144 0.2807
C -0.8057 3.0983 0.4741
C 0.2822 3.4728 -0.5066
O -1.0622 1.6736 0.2686
H -1.8842 4.9515 0.5617
H -2.9020 3.5584 0.8927
H -2.3796 3.8949 -0.7644
H -0.4265 3.2258 1.4942
H -0.0524 3.2804 -1.5284
H 1.1916 2.9045 -0.3218
H 0.5073 4.5357 -0.4137
C -1.0367 1.4694 4.0683
C -2.3167 1.7077 3.2677
Sb -2.2224 0.6703 1.4240
C -4.0402 0.3360 0.3920
C -4.7172 1.5656 -0.1976
C -1.4289 -1.2498 1.7969
C -2.3513 -1.9950 2.7629
H -1.1054 1.9828 5.0269
H -0.1580 1.8551 3.5499
H -0.8721 0.4112 4.2736
H -2.4761 2.7596 3.0387
H -3.2058 1.3325 3.7762
H -4.6785 -0.1854 1.1078
H -3.7445 -0.3797 -0.3777
H -4.9972 2.2892 0.5677
H -5.6298 1.2631 -0.7110
H -4.0758 2.0657 -0.9213
H -0.4218 -1.1295 2.1909
H -1.3474 -1.7282 0.8230
H -2.4771 -1.4693 3.7113
H -1.9183 -2.9681 2.9921
H -3.3394 -2.1712 2.3364
*
```

For the maximum force, the calculation gives 0.31 eV Å⁻¹. As for the LUMO energy: -2.43 eV. Its orbital gap is 8.254 eV.

=====

3.
Here is C23H35N9O5RbS2 as an isolated structure from OMol25. Energies are from the ωB97M-V functional and the def2-TZVPD basis.

Structure (ORCA input):
```
! RIJCOSX wB97M-V def2-TZVPD def2/J DEFGRID3
* xyz -1 1
Rb 0.5886 0.0867 -0.3196
C 1.8530 -3.3841 -0.3016
C 1.1786 -2.9388 0.9622
N 1.7042 -2.2310 1.8889
N 2.9616 -1.7608 1.6743
C 3.5493 -0.9682 2.6230
N 4.6228 -0.3107 2.1643
S 3.0365 -0.8493 4.2174
C -0.2363 -3.3230 1.2168
C -0.7305 -3.4091 2.5192
C -2.0480 -3.7686 2.7030
C -2.8474 -4.0001 1.5889
C -2.2734 -3.8643 0.3381
N -0.9937 -3.5517 0.1424
H 2.8202 -3.8286 -0.0517
H 2.0700 -2.5519 -0.9751
H 1.2334 -4.1097 -0.8209
H 3.2486 -1.5671 0.6932
H 4.8520 -0.2046 1.1670
H 5.0791 0.2877 2.8290
H -0.0724 -3.1839 3.3468
H -2.4537 -3.8581 3.7035
H -3.8892 -4.2768 1.6855
H -2.8647 -4.0394 -0.5555
O 4.9106 3.0594 -5.0131
C 4.0299 2.3912 -4.2098
C 2.6652 2.3963 -4.4473
C 1.8370 1.7085 -3.5713
N 2.3138 1.0124 -2.5440
C 3.6301 1.0029 -2.3322
C 4.5335 1.6952 -3.1200
C 4.0978 0.1896 -1.1327
O 5.1562 0.5212 -0.5679
O 3.3342 -0.7541 -0.7935
C 0.3059 1.7624 -3.7569
O -0.0930 2.2289 -4.8321
O -0.3699 1.3343 -2.7829
H 4.4110 3.4861 -5.7171
H 2.2132 2.9208 -5.2808
H 5.5879 1.6877 -2.8848
N 1.3274 1.6933 2.0876
C 2.2516 2.8173 1.9384
C 1.6711 3.9562 1.1069
C 1.2762 3.6048 -0.3279
N -0.0859 3.0704 -0.4128
H 0.3993 2.0214 2.3312
H 1.6437 1.0677 2.8248
H 3.1561 2.4467 1.4444
H 2.5688 3.2297 2.9062
H 2.4238 4.7499 1.0825
H 0.7975 4.3767 1.6214
H 1.9610 2.8429 -0.7106
H 1.4176 4.4875 -0.9655
H -0.2679 2.6883 -1.3424
H -0.7592 3.8097 -0.2502
C -4.8628 -1.1986 2.8187
N -4.8701 -0.8682 1.4075
C -6.1554 -0.3666 0.9418
C -3.7059 -0.4636 0.7984
S -2.3262 -0.1361 1.6822
N -3.7763 -0.3528 -0.5533
C -2.7346 0.3355 -1.3046
C -4.5591 -1.2786 -1.3556
H -5.7533 -1.7936 3.0316
H -4.8738 -0.2990 3.4434
H -3.9727 -1.7684 3.0649
H -6.6019 0.2585 1.7210
H -6.8508 -1.1796 0.7163
H -6.0262 0.2433 0.0529
H -2.2893 1.1181 -0.6988
H -3.1692 0.7804 -2.1992
H -1.9576 -0.3551 -1.6373
H -5.0476 -2.0140 -0.7217
H -3.8867 -1.8009 -2.0411
H -5.3137 -0.7603 -1.9532
*
```

For the energy above the lowest of the compared OMol25 structures with the same formula, charge and spin, the calculation gives 3.83 kJ/mol. For the maximum force, the calculation gives 0.18 eV Å⁻¹. As for the LUMO energy: 1.98 eV. Its orbital gap is 7.414 eV.